1.
The following is a quantum chemistry calculation of a molecular structure, C46H49IN7SbTi in a non-equilibrium geometry, from the Open Molecules 2025 dataset.

Energy relative to the best compared isomer or geometry (same formula, charge and spin) (kcal/mol): 41.23
Multiplicity: 2
DFT total energy (eV): -96674.143
Highest occupied orbital energy (spin up / spin down) (eV): -8.98 / -9.20
Net charge: +1
Molecular weight (g mol⁻¹): 996.48
Frontier orbital gap (spin up / spin down) (eV): 7.02 / 7.23
LUMO level (spin up / spin down) (eV): -1.9634 / -1.9677

Positions of all 105 atoms, in Å:
Ti1 0.6933 -0.3505 0.1672
C1 -2.0921 -1.2299 2.3917
C2 -0.9136 -0.6026 3.0917
C3 -0.9912 -0.5630 4.4786
C4 -0.0060 0.0447 5.2230
C5 1.0415 0.6281 4.5374
C6 1.0934 0.5390 3.1540
N1 0.1478 -0.0887 2.4209
Sb1 2.8232 1.6545 2.4567
C7 3.9596 0.0253 1.6179
C8 5.2825 0.3162 1.3083
C9 6.1681 -0.7339 1.1344
C10 5.6982 -2.0179 1.3145
C11 4.3599 -2.2313 1.6390
C12 3.8786 -3.6261 1.9008
N2 3.4940 -1.2165 1.7852
C13 2.2834 2.8267 0.7159
C14 2.8339 4.1012 0.7542
C15 2.4442 5.0257 -0.2028
C16 1.5115 4.6340 -1.1391
C17 1.0010 3.3342 -1.1231
C18 -0.0177 2.9701 -2.1669
N3 1.3887 2.4330 -0.2033
H1 -2.9972 -0.9765 2.9455
H2 -1.9945 -2.3145 2.3916
H3 -2.1648 -0.8780 1.3704
H4 -1.8531 -1.0028 4.9635
H5 -0.0682 0.0932 6.3028
H6 1.8215 1.1600 5.0669
H7 5.6013 1.3489 1.2223
H8 7.2073 -0.5507 0.8901
H9 6.3530 -2.8696 1.1798
H10 2.8429 -3.7389 1.5995
H11 4.4928 -4.3514 1.3681
H12 3.9493 -3.8454 2.9698
H13 3.5408 4.3618 1.5313
H14 2.8409 6.0333 -0.2009
H15 1.1523 5.3275 -1.8889
H16 0.4742 2.8741 -3.1385
H17 -0.7657 3.7618 -2.2485
H18 -0.5058 2.0390 -1.9155
I1 3.8435 -2.1345 -1.8518
C19 1.8259 -2.0866 -0.9656
H19 1.9392 -2.9569 -0.3227
H20 1.2374 -2.4346 -1.8187
C20 -3.4151 -2.3812 -2.9767
N4 -2.9589 -2.6353 -1.5880
C21 -3.7148 -3.7829 -1.0250
C22 -1.4477 -2.8146 -1.5749
C23 -0.8585 -3.2285 -0.2570
C24 -0.9584 -4.5906 0.0613
C25 -0.4445 -5.0915 1.2367
C26 0.2307 -4.2191 2.0792
C27 0.3979 -2.8958 1.7161
C28 -0.1449 -2.3136 0.5446
H21 -4.4846 -2.1884 -2.9824
H22 -3.2037 -3.2611 -3.5799
H23 -2.8952 -1.5291 -3.3979
H24 -3.1452 -1.8083 -1.0154
H25 -3.5029 -4.6675 -1.6211
H26 -4.7808 -3.5695 -1.0650
H27 -3.4108 -3.9590 -0.0002
H28 -1.0383 -1.8494 -1.8464
H29 -1.2281 -3.5596 -2.3412
H30 -1.4222 -5.2855 -0.6342
H31 -0.5356 -6.1426 1.4823
H32 0.6541 -4.5849 3.0088
H33 1.0028 -2.2905 2.3787
N5 -0.9016 0.5405 -0.1652
C29 -1.7953 1.4074 0.1442
C30 -2.8904 1.7497 -0.8340
C31 -3.7966 2.7925 -0.6223
C32 -4.8368 3.0272 -1.5126
C33 -4.9884 2.2420 -2.6426
C34 -4.0592 1.2430 -2.9018
C35 -3.0261 1.0090 -2.0071
C36 -1.9885 2.1494 1.4544
C37 -3.1242 1.8687 2.2171
C38 -3.3755 2.5315 3.4077
C39 -2.5009 3.5102 3.8611
C40 -1.4029 3.8449 3.0846
C41 -1.1625 3.1811 1.8868
H34 -3.6910 3.4356 0.2404
H35 -5.5328 3.8337 -1.3171
H36 -5.8121 2.4181 -3.3236
H37 -4.1435 0.6580 -3.8090
H38 -2.2590 0.2679 -2.1891
H39 -3.8391 1.1379 1.8560
H40 -4.2676 2.2958 3.9766
H41 -2.6913 4.0248 4.7954
H42 -0.7379 4.6428 3.3930
H43 -0.3593 3.5220 1.2558
N6 3.0635 1.0237 -5.8556
C42 2.5488 0.7881 -4.6134
C43 1.2919 0.1915 -4.4377
C44 0.7950 0.0398 -3.1667
N7 1.4400 0.3726 -2.0461
C45 2.6565 0.9004 -2.2242
C46 3.2216 1.1660 -3.4523
H44 2.6407 0.5819 -6.6504
H45 4.0275 1.2896 -5.9374
H46 0.7178 -0.1412 -5.2942
H47 -0.2025 -0.3663 -3.0404
H48 3.2198 1.1343 -1.3317
H49 4.2113 1.6028 -3.5082



2.
The following is a quantum chemistry calculation of C5H6N2O in the gas phase in a non-equilibrium geometry, from the Open Molecules 2025 dataset.

Energy relative to the best compared isomer or geometry (same formula, charge and spin) (kcal/mol): 40.80
Structure (SMILES): N#C[C@]1(C=O)CCN1
DFT total energy (eV): -10307.834
Highest occupied orbital energy (eV): -10.25
Molecular weight (g mol⁻¹): 110.12
Frontier orbital gap (eV): 10.76
LUMO level (eV): 0.5086

Positions of all 14 atoms, in Å:
N1 0.0719 -1.0783 2.7171
C1 0.1714 -0.6526 1.6497
C2 0.4346 -0.1392 0.2973
C3 1.8023 0.4627 0.1290
O1 2.4896 0.7896 1.0743
C4 -0.6595 0.8624 -0.1293
C5 -1.2458 -0.2461 -0.9672
N2 0.0453 -0.9572 -0.8157
H1 2.1265 0.5867 -0.9142
H2 -0.2483 1.6323 -0.7910
H3 -1.1846 1.3086 0.7550
H4 -2.1793 -0.7365 -0.5396
H5 -1.5426 0.0630 -1.9669
H6 -0.0815 -1.8953 -0.4986



3.
The following is a quantum chemistry calculation of a molecular structure, C13H11ClFNOSZn, from the Open Molecules 2025 dataset.

Energy relative to the best compared isomer or geometry (same formula, charge and spin) (kcal/mol): 0.00
DFT total energy (eV): -91688.613
Highest occupied orbital energy (eV): -8.35
Molecular weight (g mol⁻¹): 349.14
Frontier orbital gap (eV): 7.66
LUMO level (eV): -0.6833

Positions of all 30 atoms, in Å:
Zn1 -0.6603 1.9273 -1.4055
O1 -2.4358 1.2916 1.3173
N1 -1.4950 0.9878 0.6808
S1 -0.7500 -0.6138 0.9764
C1 -1.8109 -1.2984 2.2016
C2 -2.6942 -2.3127 1.8455
C3 -3.5226 -2.8669 2.8082
C4 -3.4821 -2.3952 4.1131
C5 -2.6091 -1.3740 4.4624
C6 -1.7648 -0.8280 3.5098
H1 -2.7319 -2.6555 0.8200
H2 -4.2054 -3.6605 2.5368
H3 -4.1348 -2.8244 4.8616
H4 -2.5812 -1.0069 5.4795
H5 -1.0688 -0.0432 3.7755
F1 -2.1827 1.2364 -2.0061
Cl1 4.7965 -0.7817 -4.7292
C7 3.7578 0.1534 -3.6939
C8 3.4521 -0.3138 -2.4273
C9 2.6274 0.4406 -1.6079
C10 2.0969 1.6599 -2.0296
C11 1.1940 2.4553 -1.1340
C12 2.4222 2.0996 -3.3120
C13 3.2471 1.3589 -4.1434
H6 3.8593 -1.2559 -2.0870
H7 2.3946 0.0751 -0.6136
H8 1.3188 3.5245 -1.3063
H9 1.4435 2.2659 -0.0885
H10 2.0235 3.0420 -3.6696
H11 3.4959 1.7124 -5.1346



4.
The following is a quantum chemistry calculation of 7 unconnected molecules or ions with the total composition C32H44BN3O25S2 in a non-equilibrium geometry, from the Open Molecules 2025 dataset.

Energy relative to the best compared isomer or geometry (same formula, charge and spin) (kcal/mol): 2.53
Structure (SMILES): CCB(O)[C@@](C#N)(CON=O)[C@@H](C#N)SCC(=O)OC[C@@H](C)OC(=O)CS.O=C1OCCO1.O=C1OCCO1.O=C1OCCO1.O=C1OCCO1.O=C1OCCO1.O=C1OCCO1
DFT total energy (eV): -111900.023
Highest occupied orbital energy (eV): -9.46
Molecular weight (g mol⁻¹): 945.65
Frontier orbital gap (eV): 9.41
LUMO level (eV): -0.0522

Positions of all 107 atoms, in Å:
C1 -0.1388 -1.9405 -0.0289
C2 -1.4898 -2.3232 -0.6642
B1 -2.1843 -1.2479 -1.5781
O1 -3.5498 -1.0949 -1.4810
C3 -1.4240 -0.3561 -2.7272
C4 -0.3374 -1.2260 -3.2429
N1 0.4477 -1.9712 -3.6405
C5 -2.3208 -0.0490 -3.9327
O2 -3.4101 0.7727 -3.5385
N2 -4.3914 0.7235 -4.5458
O3 -5.3193 1.3611 -4.2559
C6 -0.7193 0.9016 -2.1200
C7 -0.8159 2.1009 -2.9873
N3 -1.0666 2.9971 -3.6673
S1 -1.3399 1.3413 -0.4528
C8 0.0037 2.4349 0.1261
C9 0.7244 1.8206 1.3157
O4 1.9189 1.6896 1.2976
O5 0.0097 1.3275 2.3607
C10 -0.9649 2.2048 2.9293
C11 -0.3080 3.1592 3.9346
C12 0.2264 4.4437 3.2630
O6 -1.3431 3.5156 4.8663
C13 -0.9044 3.6737 6.1417
O7 -0.2480 2.8543 6.7206
C14 -1.2914 4.9661 6.8458
S2 -2.9128 5.5491 6.2189
H1 -0.3008 -1.2749 0.8167
H2 0.3912 -2.8204 0.3367
H3 0.5460 -1.4216 -0.7067
H4 -2.1854 -2.5161 0.1554
H5 -1.4334 -3.2660 -1.2173
H6 -3.7825 -0.1662 -1.3640
H7 -1.7195 0.4220 -4.7137
H8 -2.6622 -1.0009 -4.3412
H9 0.3435 0.6810 -2.0260
H10 0.7237 2.4986 -0.6836
H11 -0.3798 3.4289 0.3345
H12 -1.5246 2.7751 2.1865
H13 -1.6761 1.5900 3.4748
H14 0.5273 2.6615 4.4210
H15 -0.1510 5.3366 3.7562
H16 -0.0780 4.5035 2.2205
H17 1.3100 4.4908 3.3504
H18 -0.5273 5.7256 6.6806
H19 -1.3330 4.7442 7.9057
H20 -3.4315 6.1092 7.3298
O8 1.5001 -5.8770 -8.5438
C15 1.7734 -5.3309 -7.5248
O9 2.0498 -4.0167 -7.4017
C16 2.0886 -3.7002 -6.0001
C17 2.4018 -5.0322 -5.3723
O10 1.8349 -5.9500 -6.3184
H21 2.8431 -2.9481 -5.7923
H22 1.1133 -3.3194 -5.6972
H23 3.4745 -5.2111 -5.2945
H24 1.9464 -5.1528 -4.3940
O11 -1.6793 -4.3257 -3.1156
C18 -1.5941 -5.2216 -3.8944
O12 -2.5107 -5.4948 -4.8472
C19 -1.9552 -6.4723 -5.7366
C20 -0.9194 -7.1434 -4.8664
O13 -0.5626 -6.0919 -3.9536
H25 -2.7267 -7.1528 -6.0865
H26 -1.5136 -5.9602 -6.5932
H27 -1.3280 -7.9797 -4.2956
H28 -0.0515 -7.4788 -5.4215
O14 5.8906 -2.8284 -3.8690
C21 5.0157 -2.8524 -3.0679
O15 5.0951 -2.3449 -1.8165
C22 3.7812 -2.3553 -1.2442
C23 3.0905 -3.4387 -2.0376
O16 3.7894 -3.3914 -3.2897
H29 3.8291 -2.5646 -0.1798
H30 3.3245 -1.3742 -1.3953
H31 3.2216 -4.4299 -1.5986
H32 2.0294 -3.2492 -2.1847
O17 -4.0958 0.1230 1.4600
C24 -5.2446 -0.1796 1.4226
O18 -6.2723 0.7030 1.4529
C25 -7.4773 -0.0096 1.1552
C26 -7.1174 -1.4256 1.5479
O19 -5.7023 -1.4480 1.3437
H33 -8.3110 0.3946 1.7234
H34 -7.6897 0.0883 0.0890
H35 -7.3250 -1.6340 2.5992
H36 -7.6042 -2.1778 0.9325
O20 1.1790 7.5397 4.1437
C27 1.4723 7.8765 5.2417
O21 1.8473 9.1271 5.5943
C28 1.8813 9.1990 7.0224
C29 2.0797 7.7518 7.4130
O22 1.4659 7.0506 6.3239
H37 2.6896 9.8457 7.3531
H38 0.9315 9.6030 7.3774
H39 3.1334 7.4724 7.4608
H40 1.5995 7.4921 8.3532
O23 6.1534 -3.3805 2.0176
C30 5.8146 -2.2525 1.8817
O24 4.6438 -1.8624 1.3163
C31 4.4864 -0.4554 1.5396
C32 5.9144 -0.0008 1.7388
O25 6.5383 -1.1744 2.2706
H41 4.0010 0.0168 0.6901
H42 3.8697 -0.3055 2.4265
H43 6.4049 0.2637 0.8000
H44 6.0042 0.8300 2.4336



5.
The following is a quantum chemistry calculation of C3H6FN3 in the gas phase in a non-equilibrium geometry, from the Open Molecules 2025 dataset.

Energy relative to the best compared isomer or geometry (same formula, charge and spin) (kcal/mol): 36.97
Structure (SMILES): [H]/N=C(/NN)C(=C)F
DFT total energy (eV): -10394.010
Highest occupied orbital energy (eV): -8.91
Molecular weight (g mol⁻¹): 103.10
Frontier orbital gap (eV): 9.47
LUMO level (eV): 0.5533

Positions of all 13 atoms, in Å:
H1 -1.0934 2.5272 -0.0702
N1 -0.1376 2.1703 -0.1410
C1 -0.0313 0.8939 -0.1136
N2 1.3098 0.4474 -0.2032
N3 1.9218 -0.5268 0.6253
C2 -1.1478 -0.0877 0.0124
C3 -1.2653 -1.3154 -0.4590
F1 -2.2801 0.4343 0.6632
H2 1.8822 1.2173 -0.4824
H3 2.1096 -1.3391 0.0801
H4 1.3844 -0.7389 1.4303
H5 -0.4355 -1.8230 -0.9613
H6 -2.2167 -1.8597 -0.3805



6.
The following is a quantum chemistry calculation of 10 unconnected molecules or ions with the total composition H20O10 in a non-equilibrium geometry, from the Open Molecules 2025 dataset.

Energy relative to the best compared isomer or geometry (same formula, charge and spin) (kcal/mol): 115.53
Structure (SMILES): O.O.O.O.O.O.O.O.O.O
DFT total energy (eV): -20797.603
Highest occupied orbital energy (eV): -10.71
Molecular weight (g mol⁻¹): 180.15
Frontier orbital gap (eV): 10.05
LUMO level (eV): -0.6698

Positions of all 30 atoms, in Å:
O1 0.3103 0.5747 0.8027
H1 -0.6057 0.8880 0.9675
H2 0.0576 -0.3911 0.6980
O2 1.7779 -1.7349 -0.3030
H3 1.6112 -0.7452 -0.5239
H4 0.9743 -2.1610 -0.0994
O3 -2.6100 -3.2379 -0.9132
H5 -2.8079 -2.2974 -0.5951
H6 -2.3872 -3.0557 -1.8455
O4 -2.9364 2.3977 1.7642
H7 -2.8626 1.4435 1.7459
H8 -3.7729 2.6198 1.2962
O5 -1.5538 -2.1823 1.0161
H9 -1.8336 -1.3154 0.8515
H10 -1.4477 -2.2797 1.9776
O6 -0.9036 3.1681 -0.3359
H11 -0.7379 3.1954 -1.2712
H12 -1.3401 2.2750 -0.2361
O7 4.1575 2.6416 -0.2476
H13 4.3933 1.7623 0.0726
H14 4.0326 3.2122 0.4229
O8 3.8839 -2.5489 1.1628
H15 3.8236 -2.0523 1.9844
H16 3.5834 -1.9377 0.5132
O9 1.8999 0.4316 -1.7605
H17 2.4957 1.1920 -1.4601
H18 2.4020 -0.3779 -1.9790
O10 -3.4973 0.4159 -1.1026
H19 -3.4571 -0.3208 -1.7977
H20 -2.6492 0.4204 -0.8050